{"formula": "C2H5OPS", "method": "ωB97M-V with the def2-TZVPD basis set", "e_homo_ha": [-0.286, -0.282], "energy_ha": -893.83439, "elements": ["C", "C", "O", "P", "S", "H", "H", "H", "H", "H"], "positions_angstrom": [[0.304969, -0.381379, -1.767983], [1.783840, -0.591144, -1.704336], [-2.401020, 0.256998, 2.754551], [-1.176966, 1.247748, 2.330181], [-0.766161, -0.005229, -0.631291], [2.231259, 0.260194, -1.387494], [1.958573, -1.308000, -1.002587], [2.174477, -0.709821, -2.797014], [-2.185465, -0.665744, 3.071957], [-1.923506, 1.896378, 1.134017]], "forces_ev_per_angstrom": [[-0.9, 0.5, 1.8], [-1.9, 0.1, -5.1], [-0.3, -1.8, 0.5], [-0.4, 0.8, -1.5], [1.0, -0.5, -1.6], [1.3, 2.9, 1.2], [0.9, -2.5, 1.5], [-0.4, -0.6, 2.1], [0.0, 1.7, -0.5], [0.9, -0.7, 1.6]], "nbo_charge": [-0.092, -0.728, -1.009, 0.588, 0.116, 0.236, 0.241, 0.229, 0.510, -0.091]}

{"formula": "C18H19ClN6O2S", "method": "ωB97M-V with the def2-TZVPD basis set", "e_homo_ha": -0.313, "energy_ha": -2034.68321, "elements": ["N", "C", "C", "C", "C", "C", "C", "C", "C", "C", "N", "N", "C", "N", "C", "O", "C", "O", "C", "C", "C", "C", "C", "Cl", "C", "S", "N", "N", "H", "H", "H", "H", "H", "H", "H", "H", "H", "H", "H", "H", "H", "H", "H", "H", "H", "H", "H"], "positions_angstrom": [[3.180094, -0.266084, -7.836234], [3.260594, -0.951652, -6.667540], [4.345896, -1.738943, -6.263040], [4.295510, -2.277504, -4.990494], [3.171434, -2.011987, -4.137625], [3.151263, -2.497297, -2.713624], [1.725390, -2.506454, -2.108839], [1.722958, -3.091890, -0.680594], [0.331191, -3.290144, -0.071828], [-0.249304, -1.973178, 0.310229], [-1.025256, -1.275569, -0.479392], [-1.323695, -0.066324, 0.059084], [-0.816619, 0.117692, 1.247308], [-1.232861, 1.308668, 1.816195], [-1.134368, 1.653618, 3.127049], [-0.848651, 0.885259, 4.009450], [-1.590263, 3.079687, 3.481050], [-1.952335, 3.825372, 2.334515], [-2.823322, 3.032652, 4.346610], [-2.848712, 3.810526, 5.521189], [-3.925310, 3.765030, 6.397422], [-4.992697, 2.966066, 6.032049], [-5.036328, 2.219016, 4.839346], [-6.405818, 1.205893, 4.469414], [-3.973255, 2.327344, 3.974578], [0.119112, -1.240347, 1.847940], [2.146379, -1.267921, -4.632935], [2.195407, -0.790751, -5.880841], [4.062891, -0.086883, -8.272537], [2.421449, 0.424152, -7.841516], [5.168466, -1.902715, -6.958138], [5.063857, -2.852779, -4.523581], [3.545817, -3.505856, -2.733820], [3.829162, -1.918396, -2.098415], [1.409886, -1.454037, -2.047114], [1.007105, -2.993782, -2.773661], [2.369055, -2.458459, -0.045603], [2.184106, -4.084394, -0.728046], [-0.267694, -3.833645, -0.743001], [0.440673, -3.899772, 0.825475], [-1.607485, 2.045491, 1.255096], [-0.740363, 3.599050, 3.938913], [-2.529737, 4.559152, 2.561051], [-1.956392, 4.357291, 5.794288], [-3.937089, 4.360421, 7.339226], [-5.900659, 2.904041, 6.644079], [-4.029482, 1.790344, 3.056861]], "forces_ev_per_angstrom": [[-0.3, 0.0, -0.4], [-0.7, -0.2, 1.5], [0.2, -0.4, 0.4], [-1.4, 0.8, 0.5], [0.0, 1.3, -2.2], [-1.3, -0.3, -0.4], [0.5, 0.9, 0.6], [0.5, -0.3, -0.8], [1.4, 0.8, 1.2], [-0.9, 0.0, -0.8], [1.1, -0.3, 0.9], [0.1, -0.3, 0.2], [-1.1, -0.3, -1.2], [1.0, 0.6, 1.7], [-0.8, 0.0, -0.1], [0.7, -0.3, 0.4], [-0.6, 0.4, -0.3], [0.5, -0.2, -1.4], [-0.2, 0.7, 1.5], [0.5, -0.8, -0.2], [-0.2, 0.3, -0.1], [-1.7, -0.6, 0.3], [0.5, 1.1, 0.8], [0.3, 0.3, 0.1], [0.5, -0.4, 0.1], [-0.7, 1.1, -0.5], [1.2, -1.0, 0.1], [-0.1, 0.0, 0.9], [-0.1, 0.4, -0.4], [0.8, -0.4, -0.2], [0.0, -0.1, 0.3], [0.7, -0.4, -0.3], [0.2, -0.4, 0.1], [0.1, 0.3, 0.2], [-0.1, -0.3, -0.1], [0.2, -0.1, 0.1], [-0.3, -0.3, -0.1], [0.1, 0.0, 0.1], [-1.1, -0.4, -0.9], [0.0, -0.1, 0.1], [-0.1, 0.1, -1.0], [-0.2, -0.4, 0.5], [0.0, -0.1, 0.2], [0.0, 0.1, 0.0], [0.0, -0.6, -0.9], [0.5, 0.1, 0.0], [0.2, -0.4, -0.7]], "nbo_charge": [-0.798, 0.331, -0.268, -0.174, 0.139, -0.429, -0.397, -0.376, -0.448, 0.037, -0.248, -0.286, 0.181, -0.619, 0.668, -0.592, -0.004, -0.732, -0.037, -0.197, -0.205, -0.225, -0.014, 0.016, -0.232, 0.402, -0.199, -0.280, 0.385, 0.412, 0.217, 0.213, 0.204, 0.216, 0.224, 0.217, 0.200, 0.198, 0.238, 0.216, 0.449, 0.204, 0.493, 0.213, 0.230, 0.225, 0.232]}

{"formula": "C8H8", "method": "ωB97M-V with the def2-TZVPD basis set", "e_homo_ha": -0.336, "energy_ha": -309.44073, "elements": ["C", "C", "C", "C", "C", "C", "H", "H", "H", "H", "H", "H", "C", "C", "H", "H"], "positions_angstrom": [[-0.573783, -0.396876, -0.353412], [-0.366471, 0.182697, -1.618434], [0.802049, 0.846636, -1.806717], [1.770657, 0.858811, -0.805392], [1.616551, 0.181637, 0.352967], [0.395031, -0.505586, 0.597628], [-1.406924, -0.901238, -0.413799], [-1.079661, 0.292242, -2.398476], [0.874244, 1.407742, -2.638796], [2.628073, 1.558457, -0.985683], [2.321036, 0.253072, 1.223717], [0.238896, -0.882664, 1.618897], [-1.560120, -1.233364, 1.628850], [-2.108502, -0.228094, 2.087226], [-0.890429, -1.946699, 1.143291], [-2.660644, 0.513225, 2.368132]], "forces_ev_per_angstrom": [[3.1, 1.1, -3.2], [1.1, 0.6, 1.3], [0.0, -1.1, 2.3], [1.6, 1.9, -1.4], [-0.5, -0.7, 2.3], [2.9, 1.8, 0.2], [-4.3, -2.4, 0.6], [-0.9, -0.5, -0.2], [0.8, 1.8, -2.8], [-0.6, -1.0, 0.4], [-0.5, -0.1, -1.2], [1.1, 0.5, -1.2], [-3.0, 1.6, 2.6], [3.7, -7.4, -2.6], [-1.8, -0.1, 1.0], [-2.8, 4.0, 1.7]], "nbo_charge": [-0.210, -0.198, -0.201, -0.206, -0.204, -0.240, 0.201, 0.211, 0.199, 0.210, 0.216, 0.241, -0.263, -0.221, 0.261, 0.203]}